Below is a molecular structure, C48H48GaNP3S3 at a distorted geometry, with properties calculated with wB97M-V/def2-TZVPD.

```
104
Properties=species:S:1:pos:R:3:lowdin_charge:R:1
Ga 11.93092 9.89235 12.97065 0.110
C 12.60578 8.40297 16.28641 -0.480
C 13.45787 7.68825 15.26336 -0.429
S 13.72165 8.45061 13.63934 0.941
C 13.19540 7.01291 12.61475 -0.396
C 11.77880 6.55354 12.92048 -0.412
S 10.44115 7.75017 12.59933 0.935
C 9.40655 7.58300 14.00098 -0.490
C 10.02851 7.65176 15.40367 -0.451
S 11.08030 9.07978 15.69907 0.914
H 13.24533 9.19053 16.70668 0.081
H 12.47469 7.71929 17.15186 0.126
H 12.98881 6.76967 15.05416 0.046
H 14.52513 7.54290 15.54717 0.119
H 13.87704 6.21215 12.76710 0.110
H 13.40308 7.28120 11.61173 0.031
H 11.69855 6.21307 13.94441 0.066
H 11.57804 5.69207 12.29812 0.108
H 8.91979 6.58032 13.97700 0.126
H 8.63517 8.33091 13.80461 0.058
H 10.61158 6.74650 15.60166 0.087
H 9.26146 7.72442 16.19892 0.108
N 10.91490 12.69641 13.67722 -0.361
P 12.41863 12.08076 14.19258 0.904
C 12.37987 12.17102 16.00575 -0.352
C 13.64542 11.97215 16.71436 -0.085
C 13.68323 11.84204 18.09102 -0.054
C 12.43630 11.92583 18.74237 -0.070
C 11.26905 12.18093 18.10529 -0.066
C 11.18484 12.35841 16.69170 -0.079
C 13.85729 13.02649 13.80736 -0.407
C 14.02778 14.32096 14.23830 -0.033
C 15.32724 14.92971 13.99668 -0.026
C 16.35940 14.22902 13.45994 -0.042
C 16.19803 12.84152 13.22823 -0.029
C 14.93795 12.25696 13.30060 -0.122
P 9.95438 11.62805 12.81330 0.915
C 9.57784 12.34385 11.22814 -0.360
C 9.64800 13.75658 11.10878 -0.082
C 8.91613 14.43651 10.11947 -0.041
C 8.27804 13.71144 9.10507 -0.004
C 8.44938 12.28700 9.10476 -0.053
C 9.02550 11.63029 10.15068 -0.109
C 8.30982 11.66548 13.63663 -0.335
C 7.40494 10.68624 13.27904 -0.110
C 6.10634 10.75942 13.82522 -0.045
C 5.77451 11.75503 14.75020 -0.041
C 6.72321 12.66913 15.15069 -0.039
C 7.93912 12.69159 14.48592 -0.084
H 10.53060 13.65431 13.85190 0.107
H 14.65946 11.88082 16.23791 0.128
H 14.66761 11.77971 18.55528 0.125
H 12.31851 11.65413 19.82965 0.142
H 10.37275 12.33176 18.73252 0.130
H 10.27020 12.49850 16.18733 0.069
H 13.35184 14.95147 14.77188 0.113
H 15.48730 15.96648 14.23759 0.117
H 17.30484 14.64622 13.17658 0.120
H 17.04488 12.18710 12.92543 0.129
H 14.75389 11.24882 13.13160 0.020
H 10.11228 14.33333 11.91278 0.094
H 8.95508 15.49079 10.04593 0.104
H 7.72275 14.27247 8.34331 0.127
H 7.90763 11.75499 8.34989 0.111
H 9.20881 10.53970 10.12303 0.105
H 7.57873 9.86716 12.53597 0.118
H 5.30864 10.10302 13.45918 0.123
H 4.73935 11.78183 15.16657 0.140
H 6.50861 13.42222 15.82368 0.099
H 8.60255 13.48679 14.68058 0.083
C 14.77714 14.42028 9.36904 -0.010
C 15.21861 13.15315 8.91817 -0.038
C 14.60500 12.00952 9.29521 -0.105
C 13.53792 12.03240 10.16537 -0.355
C 13.08297 13.23346 10.70486 -0.070
C 13.75304 14.44628 10.32142 -0.025
P 12.95843 10.37252 10.70563 1.081
C 14.24926 9.16489 10.51471 -0.432
C 15.48757 9.41308 11.14438 -0.115
C 16.55210 8.57717 10.91101 -0.053
C 16.42611 7.54559 10.03762 -0.060
C 15.21513 7.28760 9.41536 -0.024
C 14.09650 8.08751 9.68088 -0.099
C 11.69114 9.94778 9.45903 -0.365
C 11.46361 10.74904 8.37902 -0.076
C 10.64388 10.33430 7.33361 -0.036
C 10.02553 9.09988 7.37287 -0.025
C 10.21889 8.24576 8.48600 -0.028
C 11.07772 8.67288 9.49912 -0.160
H 15.18971 15.32179 8.94048 0.120
H 16.04756 13.08345 8.23749 0.120
H 14.87100 11.04693 8.89222 0.118
H 12.27761 13.23168 11.44607 0.065
H 13.42236 15.34081 10.79575 0.102
H 15.65689 10.25663 11.74118 0.066
H 17.58530 8.66873 11.34070 0.148
H 17.23354 6.85111 9.94800 0.120
H 15.23411 6.33093 8.79252 0.152
H 13.18802 7.93754 9.09280 0.112
H 11.95960 11.66649 8.43510 0.092
H 10.59209 10.96852 6.47031 0.122
H 9.43617 8.69338 6.55679 0.124
H 9.89342 7.21360 8.44764 0.120
H 11.19811 8.05878 10.33784 0.009
```

The total energy is -6055.1824 Eh. Its relative energy (zero: lowest compared OMol25 entry of this formula, charge and spin) is 0.0 kJ/mol. The HOMO energy comes out at -15.885 eV. For the gap between HOMO and LUMO, the calculation gives 7.7 eV. As for the lowest unoccupied orbital energy: -8.23 eV. As for the charge: +3.